Record 1
17
Properties=species:S:1:pos:R:3 method="wB97M-V/def2-TZVPD" charge=0 smiles=O[C@@H]1C[C@@H]2C[C@@H]2C1 orbital_gap_ev=10.98
C -1.121 -0.596 0.406
C -1.003 0.708 -0.364
C 0.093 1.660 0.034
C 0.314 0.696 -1.097
C 1.021 -0.611 -0.771
C 0.312 -1.166 0.476
O 1.003 -0.704 1.634
H -1.554 -0.476 1.411
H 0.330 -0.538 2.304
H -1.772 -1.295 -0.135
H -1.900 1.114 -0.825
H -0.053 2.706 -0.224
H 0.633 1.486 0.960
H 0.394 1.089 -2.107
H 2.092 -0.495 -0.573
H 0.904 -1.312 -1.607
H 0.309 -2.266 0.479

Record 2
17
Properties=species:S:1:pos:R:3 method="wB97M-V/def2-TZVPD" charge=0 orbital_gap_ev=9.90
C -2.065 0.221 -0.041
C -0.567 0.065 -0.020
C 0.376 0.224 -1.240
C 1.335 -0.029 -0.108
O 2.645 -0.296 -0.276
C 0.200 -1.185 0.401
C 0.413 0.881 0.839
H -2.521 -0.497 -0.732
H -2.488 0.044 0.954
H -2.355 1.229 -0.357
H 0.417 1.217 -1.690
H 0.300 -0.558 -2.005
H 3.089 -0.425 0.555
H 0.094 -1.505 1.440
H 0.235 -2.035 -0.254
H 0.341 0.714 1.920
H 0.550 1.935 0.614

Number 1: total energy -309.82752 Ha. Number 2: total energy -309.76858 Ha.